Molecular formula: C35H45ClF3KN2OPS2SbSe2
Method: DFT, ωB97M-V with the def2-TZVPD basis set

Last column: Löwdin charge in e.
Element x y z (Å)
K  0.30537  0.98152  0.32115  0.40
F  -2.62866  5.17672  3.80819  0.10
C  -2.80663  5.60281  2.54617  -0.60
F  -1.80876  6.46439  2.27568  0.11
F  -3.93702  6.37012  2.59029  0.08
C  -2.93418  4.50226  1.53423  -0.16
C  -4.11717  4.38599  0.83148  -0.04
C  -4.25981  3.39039  -0.12426  -0.09
C  -3.16493  2.56981  -0.34411  -0.18
N  -2.02203  2.65877  0.31903  -0.02
C  -1.86385  3.58973  1.29362  -0.78
S  -0.39873  3.59173  2.18663  0.51
H  -4.92817  5.07301  1.03134  0.11
H  -5.17119  3.26944  -0.69274  0.09
H  -3.19989  1.80055  -1.11142  0.07
Se  -0.91742  1.29973  -3.06754  0.25
P  -0.10794  -0.21505  -4.35801  0.05
Se  -0.42949  -2.29562  -3.93899  0.19
C  -0.65308  0.15640  -6.07817  -0.41
C  -0.54282  1.46229  -6.55111  -0.11
C  -0.90193  1.76850  -7.85314  -0.10
C  -1.38694  0.77387  -8.69527  -0.12
C  -1.50718  -0.52510  -8.22593  -0.10
C  -1.13650  -0.83407  -6.92157  -0.13
C  1.69923  0.04467  -4.57262  -0.41
C  2.40668  0.91334  -3.75404  -0.11
C  3.77798  1.06764  -3.91703  -0.09
C  4.44821  0.35651  -4.90073  -0.11
C  3.74317  -0.51328  -5.72530  -0.10
C  2.37571  -0.66811  -5.56010  -0.12
H  -0.18964  2.23657  -5.87971  0.08
H  -0.81101  2.78738  -8.21043  0.09
H  -1.67292  1.01481  -9.71257  0.09
H  -1.88858  -1.30473  -8.87504  0.09
H  -1.21390  -1.84532  -6.54010  0.03
H  1.87706  1.45294  -2.98055  0.05
H  4.32103  1.73673  -3.26060  0.10
H  5.51890  0.47221  -5.02300  0.09
H  4.26247  -1.07653  -6.49183  0.09
H  1.82553  -1.36020  -6.18828  0.10
C  -4.54835  1.10947  4.48449  -0.20
C  -3.48285  1.56958  3.49752  -0.43
Sb  -1.66939  0.38741  3.29501  1.39
C  -0.64782  1.06322  5.07540  -0.45
C  -1.47452  1.71628  6.17558  -0.19
C  -2.45610  -1.49231  4.08131  -0.44
C  -2.57986  -1.66508  5.59160  -0.20
H  -5.44091  1.74209  4.42365  0.06
H  -4.19003  1.15098  5.51416  0.04
H  -4.86541  0.08210  4.29104  0.05
H  -3.13949  2.57713  3.73728  0.02
H  -3.90170  1.62506  2.48938  0.03
H  0.08917  1.76965  4.69059  0.02
H  -0.08101  0.20422  5.44309  0.04
H  -2.03825  2.56886  5.79091  0.05
H  -0.83193  2.09076  6.97949  0.06
H  -2.18682  1.02085  6.62402  0.04
H  -1.77820  -2.24993  3.68058  0.02
H  -3.42102  -1.65128  3.58991  0.03
H  -1.62482  -1.48055  6.08729  0.06
H  -2.89025  -2.68221  5.85564  0.06
H  -3.30981  -0.97753  6.02083  0.04
O  1.94943  -0.61904  -1.03392  -0.62
S  2.07453  -2.11355  -0.92393  0.90
C  3.45617  -2.42555  0.21941  -0.29
C  4.74404  -2.63517  -0.58647  -0.22
C  4.48803  -2.12450  -2.00375  -0.25
C  3.08525  -2.60086  -2.34456  -0.33
H  3.18929  -3.27383  0.85010  0.07
H  3.46617  -1.53019  0.84498  0.08
H  4.98272  -3.70213  -0.62221  0.10
H  5.58507  -2.13023  -0.10910  0.11
H  5.22827  -2.48479  -2.72168  0.11
H  4.50171  -1.03327  -2.02645  0.10
H  3.02769  -3.69274  -2.40579  0.10
H  2.62647  -2.16962  -3.23075  0.04
N  -1.37664  -1.37520  -0.40353  0.01
H  -1.71879  -0.76362  -1.14649  -0.05
H  -2.09682  -2.07353  -0.25331  0.02
H  -0.62183  -1.87132  -0.87380  -0.06
Cl  4.64385  -1.82403  4.20812  0.58
C  3.17533  -2.52767  3.53092  -0.64
C  3.11000  -3.89810  3.45044  -0.19
C  2.00585  -4.53882  2.88679  -0.17
C  0.96651  -3.71823  2.41728  -0.15
C  1.02951  -2.35096  2.49365  -0.11
C  2.15144  -1.63368  3.05967  -0.41
C  2.22619  -0.25942  3.07162  -0.07
H  3.94498  -4.47672  3.83049  0.08
H  1.95287  -5.61806  2.83346  0.06
H  0.09027  -4.17014  1.96101  0.09
H  0.21639  -1.76348  2.07761  0.05
H  3.05611  0.26108  3.52577  0.00
H  1.34831  0.32578  2.82204  -0.03

Forces on atoms 1 to 2 (eV/Å):
K -0.06 -0.06 -0.04
F -0.01 -0.05 0.05

Values from the calculation:
**LUMO level**: 3.880 eV
**Charge**: -2
**HOMO energy**: -0.82 eV
**Relative energy (zero: lowest compared OMol25 entry of this formula, charge and spin)**: 0.069 eV

***

Molecular formula: C35H45N2O2SSb2W
Method: DFT, ωB97M-V with the def2-TZVPD basis set

Last column: Löwdin charge in e.
Element x y z (Å)
W  -0.46238  -0.24006  1.13400  1.20
C  -1.83428  -2.00299  1.80084  -0.16
C  -0.69949  -2.04364  2.62474  -0.15
C  -0.74124  -0.84533  3.39778  -0.19
C  -1.87346  -0.07254  3.03264  -0.13
C  -2.55261  -0.80487  2.04924  -0.14
H  -2.17209  -2.81858  1.18083  0.10
H  -0.06560  -2.90045  2.77783  0.13
H  -0.06835  -0.59454  4.19980  0.09
H  -2.22413  0.82298  3.51793  0.13
H  -3.50665  -0.54533  1.61819  0.14
C  2.71945  1.49816  -0.51764  -0.25
Sb  1.47190  -0.17198  -0.83156  1.37
C  2.95676  -1.62382  -1.28973  -0.27
C  0.70657  0.37061  -2.75447  -0.26
C  1.12559  1.77939  -3.08524  -0.31
C  2.24368  1.97782  -3.88642  -0.04
C  2.70285  3.25318  -4.18849  -0.04
C  2.03589  4.35665  -3.68166  -0.04
C  0.91194  4.16701  -2.88903  -0.04
C  0.44440  2.89273  -2.57979  -0.29
C  -0.81062  2.78793  -1.75479  -0.27
Sb  -0.71278  2.36766  0.32684  1.39
C  -2.70537  2.91798  0.74512  -0.27
C  0.40512  3.97467  1.07982  -0.24
H  3.48559  1.47429  -1.28999  0.04
H  3.17684  1.47155  0.46455  0.00
H  2.16024  2.42392  -0.63091  0.00
H  2.74597  -2.05570  -2.26932  0.02
H  2.99239  -2.42312  -0.55033  0.01
H  3.91708  -1.10707  -1.33220  0.03
H  -0.37441  0.24569  -2.73808  0.04
H  1.12348  -0.34469  -3.46357  0.07
H  2.76357  1.11478  -4.29276  0.12
H  3.56793  3.38102  -4.82612  0.12
H  2.37210  5.35804  -3.91600  0.12
H  0.37284  5.03410  -2.52144  0.12
H  -1.51552  2.05807  -2.15339  0.05
H  -1.31560  3.75360  -1.72623  0.08
H  -2.88102  3.92344  0.36434  0.03
H  -2.89637  2.90465  1.81613  0.02
H  -3.37932  2.22103  0.24950  0.01
H  -0.24115  4.58808  1.70626  0.03
H  0.75747  4.55362  0.22683  0.02
H  1.25018  3.61696  1.66189  0.00
C  3.76005  -0.35906  2.32269  -0.19
S  2.17509  -0.45365  3.08813  1.05
O  1.24102  0.34659  2.08842  -0.79
C  2.33027  0.58467  4.46519  -0.43
C  2.22987  -0.03670  5.70624  -0.07
C  2.39749  0.74021  6.84674  -0.03
C  2.64252  2.09949  6.72326  -0.01
C  2.72588  2.70726  5.46709  -0.03
C  2.57780  1.95266  4.32072  -0.06
H  4.12597  0.66570  2.34826  0.08
H  3.68163  -0.74504  1.30858  0.04
H  4.40283  -1.01514  2.91500  0.09
H  2.04063  -1.10198  5.78709  0.12
H  2.33532  0.28050  7.82461  0.13
H  2.77451  2.70072  7.61406  0.13
H  2.91836  3.76931  5.39231  0.13
H  2.64692  2.41207  3.34220  0.11
C  -3.41931  -3.56550  -3.50774  0.07
N  -3.22696  -2.28965  -2.79325  -0.01
N  -2.30764  -2.16101  -1.77400  0.09
C  -2.31594  -0.87497  -1.39050  -0.35
O  -1.56621  -0.40152  -0.42798  -0.37
C  -3.24565  -0.17924  -2.14884  0.08
C  -3.79812  -1.10456  -3.02644  -0.20
C  -4.83577  -0.91764  -4.08587  0.03
C  -1.56613  -3.29777  -1.29391  -0.23
C  -2.22426  -4.25017  -0.53238  -0.05
C  -1.51866  -5.36424  -0.10163  -0.03
C  -0.17363  -5.50536  -0.43810  -0.03
C  0.46535  -4.54583  -1.21545  -0.04
C  -0.23741  -3.43309  -1.65423  -0.02
H  -2.45493  -4.03084  -3.68289  0.11
H  -3.87891  -3.32655  -4.46058  0.10
H  -4.06512  -4.23128  -2.94249  0.11
H  -3.50624  0.86198  -2.06409  0.13
H  -5.27274  0.07406  -4.00237  0.10
H  -5.63189  -1.65554  -3.99294  0.11
H  -4.39488  -1.01169  -5.07922  0.11
H  -3.27481  -4.12774  -0.28961  0.14
H  -2.01754  -6.12543  0.48468  0.13
H  0.37094  -6.38268  -0.11337  0.13
H  1.49846  -4.68493  -1.50935  0.12
H  0.21440  -2.71133  -2.32403  0.11

Forces on atoms 1 to 2 (eV/Å):
W 0.25 0.15 0.67
C -0.71 -0.48 0.25

Values from the calculation:
**LUMO level (spin up / spin down)**: -9.051 / -9.024 eV
**Charge**: +3
**HOMO energy (spin up / spin down)**: -15.45 / -15.43 eV
**Relative energy (zero: lowest compared OMol25 entry of this formula, charge and spin)**: 1.397 eV

***

Molecular formula: C35H45N3O3P2RuS2Si2
Method: DFT, ωB97M-V with the def2-TZVPD basis set

Last column: Löwdin charge in e.
Element x y z (Å)
Ru  0.83256  1.37705  -0.21336  1.04
C  -0.28066  -5.06911  -0.98047  -0.16
Si  -0.10076  -3.50252  -2.05338  0.38
C  1.28436  -3.84174  -3.33607  -0.18
C  -1.76964  -3.20379  -2.92529  -0.18
N  0.26819  -1.98933  -1.31003  -0.26
P  1.07145  -1.56626  -0.01180  0.71
C  0.32162  -0.25320  0.90654  -0.41
P  -1.34572  -0.12027  1.48043  0.70
N  -2.42214  0.33146  0.39994  -0.24
Si  -3.00796  1.89291  -0.03038  0.37
C  -4.54321  2.38786  0.99489  -0.18
C  -1.67241  3.21837  0.27661  -0.19
C  -3.55687  1.87475  -1.86889  -0.18
C  -1.20373  0.95950  2.94273  -0.31
C  0.02588  1.35640  3.45019  -0.13
C  0.08081  2.19727  4.54758  -0.09
C  -1.08926  2.62087  5.15526  -0.07
C  -2.31737  2.18526  4.67980  -0.07
C  -2.37663  1.36405  3.56888  -0.09
C  -1.94472  -1.70069  2.13437  -0.31
C  -2.54691  -2.57003  1.23655  -0.09
C  -2.98298  -3.80770  1.66760  -0.08
C  -2.82783  -4.17077  2.99685  -0.08
C  -2.23281  -3.29832  3.89429  -0.08
C  -1.78950  -2.05912  3.46694  -0.10
C  1.69230  -2.99891  0.93736  -0.29
C  2.81445  -3.65041  0.43332  -0.09
C  3.23713  -4.84311  0.99090  -0.07
C  2.53458  -5.40706  2.04572  -0.07
C  1.41690  -4.76136  2.54519  -0.07
C  0.99809  -3.56234  1.99526  -0.07
C  2.62181  -0.70392  -0.47627  -0.36
C  2.87684  -0.31672  -1.79141  -0.08
C  4.03076  0.38804  -2.09672  -0.05
C  4.94661  0.67683  -1.09558  -0.05
C  4.72644  0.23964  0.20186  -0.10
C  3.56681  -0.44344  0.51624  -0.18
H  -0.76380  -5.85425  -1.55477  0.03
H  0.67968  -5.45052  -0.64909  0.01
H  -0.88126  -4.88560  -0.09577  0.00
H  1.03572  -4.70482  -3.94645  0.02
H  1.42642  -2.99548  -4.00389  0.01
H  2.23424  -4.03557  -2.84338  0.01
H  -2.11537  -4.12189  -3.38791  0.02
H  -2.53154  -2.89036  -2.21843  0.01
H  -1.70107  -2.44081  -3.69462  0.02
H  -4.26757  2.97658  1.86355  0.01
H  -5.23012  2.97831  0.39895  0.02
H  -5.07170  1.50189  1.32918  0.02
H  -1.60594  3.44044  1.33895  -0.02
H  -0.67060  2.81730  -0.02336  -0.04
H  -1.83193  4.15856  -0.24512  0.05
H  -3.74547  0.87789  -2.25374  0.03
H  -4.48598  2.42554  -1.96191  0.02
H  -2.84500  2.36621  -2.52524  0.01
H  0.93641  1.00810  2.98016  0.04
H  1.04097  2.52319  4.92276  0.11
H  -1.03926  3.29678  5.99649  0.11
H  -3.22471  2.48818  5.18102  0.11
H  -3.32524  1.03721  3.16515  0.10
H  -2.66960  -2.24606  0.21386  0.09
H  -3.44942  -4.49435  0.97754  0.11
H  -3.18902  -5.12571  3.34575  0.10
H  -2.11203  -3.57799  4.92891  0.10
H  -1.32507  -1.37096  4.15892  0.11
H  3.34620  -3.22277  -0.40459  0.11
H  4.10212  -5.34946  0.58909  0.11
H  2.85451  -6.34819  2.47122  0.11
H  0.84881  -5.19854  3.35225  0.11
H  0.12407  -3.06668  2.38177  0.07
H  2.18872  -0.63449  -2.56518  0.09
H  4.21146  0.72118  -3.10930  0.12
H  5.83834  1.23968  -1.32847  0.11
H  5.44732  0.45452  0.97574  0.11
H  3.36827  -0.78261  1.52463  0.12
N  -0.33829  0.72089  -1.95297  -0.04
C  0.19367  1.27735  -3.19359  -0.13
C  1.19176  2.46669  -2.92856  -0.67
O  1.57648  3.11463  -3.87703  0.05
O  1.52559  2.62803  -1.71654  -0.18
H  -0.29377  -0.31535  -1.94288  0.03
H  -1.31680  0.97597  -1.82706  0.03
H  -0.58503  1.65278  -3.86232  0.12
H  0.77444  0.52790  -3.73483  0.11
C  3.26645  5.37442  3.29555  -0.11
O  3.30642  4.18122  2.53970  -0.22
C  2.19583  3.73346  1.98033  -1.24
S  0.73381  4.48793  2.06319  0.72
S  2.46725  2.20681  1.25255  0.73
H  4.27689  5.53359  3.66484  0.09
H  2.57084  5.27691  4.13173  0.08
H  2.96276  6.21832  2.67485  0.08

Forces on atoms 1 to 2 (eV/Å):
Ru 0.97 -2.55 1.42
C 0.16 0.72 -0.17

Values from the calculation:
**LUMO level (spin up / spin down)**: -2.171 / -2.175 eV
**HOMO energy (spin up / spin down)**: -7.99 / -7.98 eV